# 1
{"formula": "C23H47Cu2O22", "method": "wB97M-V/def2-TZVPD", "species": ["Cu", "Cu", "O", "O", "O", "O", "O", "O", "O", "O", "O", "O", "O", "O", "O", "O", "O", "O", "O", "O", "O", "O", "O", "O", "C", "C", "C", "C", "C", "C", "C", "C", "C", "C", "C", "C", "C", "C", "C", "C", "C", "C", "C", "C", "C", "C", "C", "H", "H", "H", "H", "H", "H", "H", "H", "H", "H", "H", "H", "H", "H", "H", "H", "H", "H", "H", "H", "H", "H", "H", "H", "H", "H", "H", "H", "H", "H", "H", "H", "H", "H", "H", "H", "H", "H", "H", "H", "H", "H", "H", "H", "H", "H", "H"], "positions_angstrom": [[-10.93, -22.04, 9.53], [-12.30, -19.00, 8.03], [-13.70, -24.87, 2.54], [-14.51, -18.75, 8.76], [-18.53, -22.85, 5.70], [-12.83, -16.92, 4.17], [-11.34, -21.64, 7.20], [-11.18, -18.14, 4.76], [-9.27, -22.00, 0.87], [-13.19, -18.39, 5.90], [-17.39, -19.06, 1.43], [-15.43, -19.54, 2.00], [-14.02, -28.15, 6.84], [-16.21, -20.04, 7.94], [-15.34, -25.91, 3.34], [-16.27, -23.07, 6.07], [-8.68, -23.92, 1.97], [-13.73, -29.77, 5.35], [-17.11, -19.96, 3.57], [-8.75, -21.88, 3.04], [-13.90, -30.14, 7.59], [-14.53, -26.61, 1.31], [-17.63, -22.90, 7.72], [-15.81, -20.14, 10.03], [-12.42, -17.87, 5.06], [-18.75, -18.58, 1.72], [-13.11, -31.30, 7.79], [-12.19, -22.42, 6.39], [-15.27, -19.69, 11.23], [-8.27, -22.32, 4.32], [-17.56, -22.94, 6.41], [-15.90, -23.02, 4.66], [-11.88, -22.53, 4.87], [-14.01, -27.03, 5.96], [-14.17, -16.44, 4.17], [-14.48, -25.88, 2.30], [-9.56, -22.59, -0.37], [-16.35, -26.89, 3.32], [-13.89, -29.40, 6.48], [-16.03, -19.75, 6.57], [-15.44, -19.64, 8.85], [-14.42, -20.27, 2.75], [-18.75, -22.41, 8.56], [-8.81, -22.70, 1.95], [-12.69, -24.48, 1.60], [-10.41, -19.07, 5.46], [-16.63, -19.56, 2.47], [-15.03, -20.03, 6.23], [-16.26, -22.08, 4.26], [-13.50, -26.18, 6.43], [-15.70, -20.15, 12.12], [-16.89, -26.94, 4.27], [-13.39, -19.97, 2.53], [-18.39, -22.59, 9.57], [-18.76, -21.32, 8.48], [-14.58, -21.34, 2.59], [-13.00, -31.89, 6.87], [-10.55, -18.95, 6.53], [-18.68, -17.51, 1.90], [-8.33, -21.47, 4.99], [-10.65, -20.11, 5.27], [-13.21, -22.05, 6.40], [-16.15, -18.69, 6.36], [-14.22, -20.00, 11.24], [-15.03, -26.70, 5.77], [-19.40, -18.78, 0.87], [-16.96, -26.56, 2.48], [-10.27, -23.42, -0.41], [-13.04, -23.88, 0.76], [-16.40, -23.83, 4.12], [-12.14, -30.89, 8.05], [-14.36, -16.17, 5.21], [-14.90, -17.20, 3.89], [-10.94, -22.97, 4.55], [-9.84, -21.99, -1.24], [-12.23, -25.35, 1.14], [-13.44, -27.18, 5.04], [-12.70, -23.13, 4.47], [-12.42, -23.43, 6.72], [-8.76, -23.17, 4.80], [-13.50, -31.97, 8.56], [-7.22, -22.60, 4.28], [-9.40, -18.74, 5.19], [-11.88, -23.95, 2.10], [-8.69, -23.14, -0.75], [-19.04, -19.11, 2.62], [-15.30, -18.60, 11.28], [-14.27, -15.58, 3.51], [-14.51, -20.15, 3.83], [-16.81, -20.31, 6.05], [-14.83, -23.10, 4.53], [-19.71, -22.81, 8.24], [-15.91, -27.88, 3.24], [-11.92, -21.54, 4.43]], "spin_multiplicity": 2, "gap_ha": [0.1801, 0.2510], "s2": 0.76}

---

# 2
{"formula": "C23H47CuF6NO10S2", "method": "wB97M-V/def2-TZVPD", "species": ["Cu", "S", "S", "F", "F", "F", "F", "F", "F", "O", "O", "O", "O", "O", "O", "O", "O", "O", "O", "N", "C", "C", "C", "C", "C", "C", "C", "C", "C", "C", "C", "C", "C", "C", "C", "C", "C", "C", "C", "C", "C", "C", "C", "H", "H", "H", "H", "H", "H", "H", "H", "H", "H", "H", "H", "H", "H", "H", "H", "H", "H", "H", "H", "H", "H", "H", "H", "H", "H", "H", "H", "H", "H", "H", "H", "H", "H", "H", "H", "H", "H", "H", "H", "H", "H", "H", "H", "H", "H", "H"], "positions_angstrom": [[-0.38, -0.03, -0.53], [2.89, -0.93, 0.32], [-1.62, -1.57, 2.45], [-0.86, 2.05, -4.11], [-1.47, 3.28, -2.48], [-0.12, 4.06, -3.98], [1.45, -3.14, -3.37], [-0.61, -2.80, -3.96], [-0.02, -4.75, -3.35], [3.37, -1.81, 1.35], [0.81, -3.58, -0.72], [-0.13, 1.78, 0.86], [-0.51, -1.90, -1.42], [0.53, 1.30, -1.83], [-2.88, -1.21, 3.03], [1.54, -0.41, 0.37], [-1.21, -0.93, 1.22], [1.00, 3.43, -1.31], [-4.89, -0.61, -0.15], [-2.45, 0.45, -0.99], [-3.19, 2.65, -0.23], [-0.70, 3.63, 2.25], [-4.77, 0.78, -0.15], [4.15, 0.80, -1.33], [0.04, 2.28, 2.19], [0.15, -2.73, 4.04], [1.53, 4.69, -1.68], [3.46, -0.34, -2.16], [1.51, 2.52, 2.46], [1.57, 5.58, -0.46], [-0.06, -3.68, 2.85], [0.17, -3.43, -3.08], [-0.24, -3.13, -1.62], [-3.31, 1.14, -0.02], [-0.40, 2.96, -3.24], [-6.08, -1.06, -0.79], [3.31, -1.56, -1.28], [2.35, -5.17, 0.18], [-1.44, -3.36, 2.30], [4.01, 0.47, 0.16], [0.76, 2.46, -2.37], [1.08, -4.96, -0.65], [-0.27, -1.35, 3.61], [-3.81, 3.18, 0.50], [1.65, 2.91, 3.47], [-2.83, -0.50, -1.09], [-6.92, -0.52, -0.34], [4.99, 0.18, 0.54], [5.16, 0.95, -1.67], [0.63, -3.47, 2.02], [0.98, 5.20, -2.47], [-5.25, 1.18, 0.75], [2.10, 6.52, -0.63], [0.13, -4.71, 3.12], [2.76, -6.15, -0.10], [0.32, -5.62, -0.21], [-6.22, -2.10, -0.52], [-2.19, 3.04, -0.04], [-2.67, 0.83, -1.91], [1.67, 2.39, -3.01], [-0.49, -0.67, 4.43], [-5.20, 1.26, -1.04], [4.06, -0.56, -3.04], [4.25, -2.11, -1.21], [2.06, 3.10, 1.73], [2.56, 4.53, -2.04], [-3.57, 2.95, -1.20], [1.32, -5.38, -1.63], [3.13, -4.49, -0.15], [-0.44, 4.19, 3.15], [-0.47, -3.11, 4.85], [-2.26, -3.77, 2.90], [-2.93, 1.01, 1.00], [2.14, 5.06, 0.31], [-1.10, -3.80, -1.39], [0.50, -0.80, 3.05], [-6.03, -0.92, -1.87], [1.96, 1.52, 2.43], [1.17, -2.77, 4.42], [2.20, -5.15, 1.25], [-0.45, 1.61, 2.89], [2.47, -0.05, -2.52], [0.59, 5.88, -0.08], [0.28, 2.41, 0.23], [3.53, 1.69, -1.47], [-1.65, -3.57, 1.25], [-0.43, 4.29, 1.42], [2.50, -2.26, -1.50], [-1.78, 3.45, 2.26], [3.58, 1.23, 0.81]], "de_lowest_ev": 0.0000, "spin_multiplicity": 2, "gap_ha": [0.3231, 0.2798], "s2": 0.75}

---

How do the records compare in DFT total energy? In the order shown, they have -5840.57909, -4747.72655 Eh.